[1]
The following is a quantum chemistry calculation of a 2-piece molecular cluster, HNOS2 overall at a distorted geometry, from the OMol25 dataset.

The net charge is 0. The LUMO energy (alpha / beta) comes out at -4.550 / -4.605 eV. The value obtained for the relative energy (zero: lowest compared OMol25 entry of this formula, charge and spin) is 3.450 eV. The HOMO-LUMO gap (alpha / beta) comes out at 5.371 / 5.302 eV. As for the largest force on an atom: 3.4 eV/Å.

Each line ends with the Mulliken charge.
Cartesian coordinates (Å):
N (1.04, 1.02, 0.08)  -0.218
O (2.51, -0.91, -0.19)  -0.458
S (-1.96, 0.46, 0.47)  -0.080
S (1.14, -0.44, 0.04)  0.571
H (-2.73, -0.13, -0.41)  0.185


[2]
The following is a quantum chemistry calculation of a 2-piece molecular cluster, C3H8N3O overall at a distorted geometry, from the OMol25 dataset.

The net charge is +1. The LUMO energy comes out at -3.231 eV. The value obtained for the relative energy (zero: lowest compared OMol25 entry of this formula, charge and spin) is 3.235 eV. The HOMO-LUMO gap comes out at 11.110 eV. As for the largest force on an atom: 4.5 eV/Å.

Each line ends with the Mulliken charge.
Cartesian coordinates (Å):
C (-3.69, 0.08, -0.86)  -0.055
C (0.23, 0.51, 0.59)  0.141
C (1.76, -1.23, 0.33)  -0.896
N (-2.64, 0.06, -0.46)  -0.274
N (0.87, -0.30, -0.16)  0.271
N (-0.37, 1.54, 0.09)  -0.324
O (1.04, 0.05, -1.50)  -0.486
H (-4.65, -0.07, -1.34)  0.330
H (0.19, 0.24, 1.62)  0.412
H (2.27, -0.75, 1.27)  0.328
H (1.21, -2.12, 0.65)  0.341
H (2.54, -1.47, -0.48)  0.367
H (1.10, -0.84, -2.03)  0.404
H (-0.31, 1.63, -0.88)  0.209
H (-0.64, 2.36, 0.61)  0.233


What did the second record say?
The following is a quantum chemistry calculation of a 2-piece molecular cluster, C3H8N3O overall at a distorted geometry, from the OMol25 dataset.

The net charge is +1. The LUMO energy comes out at -3.231 eV. The value obtained for the relative energy (zero: lowest compared OMol25 entry of this formula, charge and spin) is 3.235 eV. The HOMO-LUMO gap comes out at 11.110 eV. As for the largest force on an atom: 4.5 eV/Å.

Each line ends with the Mulliken charge.
Cartesian coordinates (Å):
C (-3.69, 0.08, -0.86)  -0.055
C (0.23, 0.51, 0.59)  0.141
C (1.76, -1.23, 0.33)  -0.896
N (-2.64, 0.06, -0.46)  -0.274
N (0.87, -0.30, -0.16)  0.271
N (-0.37, 1.54, 0.09)  -0.324
O (1.04, 0.05, -1.50)  -0.486
H (-4.65, -0.07, -1.34)  0.330
H (0.19, 0.24, 1.62)  0.412
H (2.27, -0.75, 1.27)  0.328
H (1.21, -2.12, 0.65)  0.341
H (2.54, -1.47, -0.48)  0.367
H (1.10, -0.84, -2.03)  0.404
H (-0.31, 1.63, -0.88)  0.209
H (-0.64, 2.36, 0.61)  0.233


Question: The highest largest force on an atom belongs to which entry?
Answer: C3H8N3O


Question: The highest largest force on an atom belongs to which entry?
Answer: C3H8N3O